1.
Entry from OMol25: 12 unconnected molecules or ions with the total composition C48H96O24S8 (ωB97M-V with the def2-TZVPD basis set).

energy above the lowest of the compared OMol25 structures with the same formula, charge and spin = 0.0 kcal per mole
net charge = 0
LUMO level = 0.2 eV
E_tot = -6877.67700 Eh
M = 1313.8 g mol⁻¹
frontier orbital gap = 9.99 eV
SMILES = O=S1(=O)CCCC1.O=S1(=O)CCCC1.O=S1(=O)CCCC1.O=S1(=O)CCCC1.O=S1(=O)CCCC1.O=S1(=O)CCCC1.O=S1(=O)CCCC1.O=S1(=O)CCCC1.CCOC(C)=O.CCOC(C)=O.CCOC(C)=O.CCOC(C)=O

Each line ends with the Mulliken charge.
CARTESIAN COORDINATES (ANGSTROEM)
O 3.18153 -2.65432 -2.16748  -0.571
C 3.92506 -1.72592 -2.48350  0.286
O 5.06344 -1.43407 -1.83227  -0.246
C 5.30626 -2.27798 -0.70323  -0.037
C 6.58049 -3.09986 -0.91375  -1.499
C 3.72828 -0.76796 -3.53374  0.255
H 4.40856 -2.80557 -0.46553  0.330
H 5.56198 -1.61986 0.07068  0.307
H 7.30603 -2.40617 -1.38110  0.309
H 6.55963 -3.94571 -1.63309  0.328
H 6.97507 -3.45501 0.04644  0.400
H 3.62212 0.22639 -3.03911  -0.777
H 2.76213 -0.98499 -4.04682  0.358
H 4.63064 -0.65979 -4.11922  0.496
O 2.40445 2.32845 3.11440  -0.185
C 2.57649 2.31423 4.30780  0.662
O 2.10386 1.40659 5.16871  -0.410
C 1.24789 0.36481 4.58296  0.067
C -0.14349 0.79286 4.40166  1.118
C 3.56130 3.34254 5.00731  -1.436
H 1.35963 -0.47304 5.24777  0.281
H 1.69046 0.17297 3.56327  -0.111
H -0.14840 1.68722 3.71683  -0.371
H -0.75619 0.90193 5.32640  0.453
H -0.49508 -0.04265 3.78688  -0.885
H 4.52103 2.97652 5.27393  0.370
H 3.13969 3.63236 5.95885  0.395
H 3.74043 4.18186 4.34099  0.315
O -5.65724 -1.32417 4.56327  -0.558
C -5.42419 -2.33196 3.95796  0.860
O -4.08739 -2.52892 3.44577  -0.063
C -3.09749 -1.57611 3.81005  2.245
C -2.80547 -1.65567 5.30589  -1.407
C -6.34485 -3.46690 3.47442  -1.069
H -3.27285 -0.54754 3.48266  -0.952
H -2.16743 -1.93621 3.38315  -0.906
H -2.99498 -2.72291 5.66400  0.314
H -3.34292 -0.97758 5.93219  0.433
H -1.72101 -1.55466 5.44852  0.287
H -6.24791 -3.63000 2.43581  0.188
H -7.34935 -3.18508 3.77399  0.316
H -5.92538 -4.29723 3.99337  0.378
O 0.15707 -0.09252 -2.16239  -0.625
C 0.81753 0.89536 -1.87089  0.275
O 1.62302 0.83488 -0.76699  0.834
C 1.47119 -0.18467 0.25179  -0.651
C 0.11383 -0.16920 0.93178  1.581
C 1.06910 2.05017 -2.78300  0.476
H 2.14689 0.07866 1.00133  0.333
H 1.75342 -1.17541 -0.12558  0.034
H -0.29150 0.85544 0.99111  -0.492
H 0.20785 -0.59650 1.92967  -0.943
H -0.64997 -0.68664 0.35534  -0.298
H 0.12883 2.23035 -3.33922  0.211
H 1.80482 1.59065 -3.46102  -0.360
H 1.35433 2.91397 -2.23472  -0.263
C -0.98642 4.19987 0.18316  0.135
C -0.41106 3.95508 1.63573  1.127
C 0.92169 4.72555 1.71256  -0.326
S 1.13556 5.42763 0.05996  1.006
O 1.60076 4.51243 -0.92526  -0.495
O 1.89984 6.63514 0.19796  -0.860
C -0.55194 5.62583 -0.24599  -1.094
H -2.09324 4.07290 0.10969  0.328
H -0.56119 3.45113 -0.46831  -0.155
H -0.14055 2.92103 1.89273  -1.171
H -1.13993 4.28458 2.42306  0.349
H 1.78140 4.12619 1.92847  -0.197
H 0.95877 5.64216 2.35577  0.452
H -0.76029 5.72364 -1.30434  0.497
H -1.02813 6.53024 0.30970  0.279
C -4.13335 -2.14577 -0.82026  -0.025
C -2.71607 -2.54096 -0.17934  1.849
C -2.93648 -3.89286 0.45898  0.481
S -4.54258 -4.51833 -0.07950  1.165
O -5.15372 -5.26485 0.97510  -0.735
O -4.54403 -5.08858 -1.38230  -0.713
C -5.25024 -2.88970 -0.14778  -0.883
H -4.17943 -2.38921 -1.85845  0.339
H -4.29561 -1.11829 -0.84291  -0.093
H -2.43790 -1.85554 0.62337  -0.849
H -1.86943 -2.57387 -0.85475  -0.807
H -3.14580 -3.87739 1.52462  -0.231
H -2.15067 -4.64571 0.38225  0.103
H -5.46760 -2.63327 0.87154  -0.432
H -6.05640 -3.00795 -0.82040  0.845
C 1.34249 -6.12499 3.65810  -0.833
C -0.16694 -6.11394 3.75185  -0.616
C -0.70225 -4.86695 3.02536  0.767
S 0.60107 -3.64281 3.15925  1.021
O 0.26895 -2.67034 4.15668  -0.717
O 1.07156 -3.21104 1.83864  -0.360
C 1.87033 -4.72857 3.87217  -0.859
H 1.74590 -6.63495 2.78784  0.295
H 1.70250 -6.81712 4.37545  0.487
H -0.34769 -6.01380 4.81802  0.330
H -0.55816 -7.04965 3.35724  0.353
H -1.69210 -4.47131 3.31240  0.199
H -0.73709 -5.02671 1.93308  -0.853
H 1.81834 -4.40612 4.92303  0.319
H 2.82620 -4.44389 3.42968  0.410
C 3.76410 2.84283 -5.96998  -0.421
C 5.29393 2.77003 -6.22459  -0.303
C 5.79237 4.20844 -6.66505  -0.893
S 4.70901 5.29636 -5.66114  1.156
O 4.11493 6.30310 -6.54773  -0.716
O 5.47380 5.54335 -4.46266  -0.609
C 3.41011 4.14778 -5.20749  -0.240
H 3.39391 1.97530 -5.42747  -0.035
H 3.32459 2.98218 -6.94267  0.540
H 5.44616 1.91605 -6.88243  0.477
H 5.73337 2.47934 -5.21000  -0.013
H 5.62742 4.44882 -7.70333  0.368
H 6.79965 4.49067 -6.33626  0.420
H 2.59097 4.67106 -5.58234  0.573
H 3.41809 4.01148 -4.10286  -0.309
C -4.62354 1.22863 -4.11790  -0.730
C -3.28696 0.49465 -3.63607  -0.406
C -3.04126 1.08047 -2.24633  0.893
S -3.28753 2.79312 -2.42908  1.165
O -2.21173 3.31287 -3.23475  -0.664
O -3.67528 3.54358 -1.25285  -0.694
C -4.73505 2.57408 -3.52360  -0.793
H -5.48298 0.61690 -3.81972  0.278
H -4.78450 1.27735 -5.18842  0.398
H -2.39315 0.84023 -4.21722  0.326
H -3.38534 -0.58180 -3.67002  0.412
H -2.07553 0.90541 -1.74566  -0.485
H -3.74538 0.88060 -1.47192  -0.674
H -4.60128 3.39180 -4.28111  0.447
H -5.68131 2.80728 -3.02275  0.302
C -5.36889 2.93954 3.04903  -0.528
C -6.46320 3.25646 2.00829  -0.863
C -6.32149 2.27779 0.84990  -0.383
S -5.53007 0.72013 1.57162  1.126
O -4.23584 0.63268 0.87831  -0.215
O -6.40539 -0.45127 1.58752  -0.815
C -5.24989 1.46343 3.22470  -0.183
H -5.60492 3.40383 3.99120  0.518
H -4.42469 3.36628 2.68834  0.000
H -6.55449 4.27246 1.66807  0.435
H -7.38097 3.07372 2.49108  0.354
H -5.62985 2.61232 0.06146  -0.177
H -7.30831 2.01296 0.45302  0.451
H -4.29738 1.10112 3.57412  -0.114
H -6.07922 1.02166 3.82882  0.474
C -1.20385 -4.69201 -2.84368  -0.060
C 0.11289 -3.90090 -2.61041  0.058
C 0.94652 -4.59737 -1.48342  0.055
S 0.22986 -6.17298 -1.22967  1.237
O -0.61036 -6.28912 -0.02007  -0.635
O 1.27747 -7.17714 -1.27116  -0.804
C -0.86450 -6.18258 -2.63306  -1.094
H -1.54524 -4.52252 -3.83093  0.702
H -1.93845 -4.41206 -2.07232  -0.460
H -0.20027 -2.89749 -2.35176  -0.499
H 0.72318 -3.89171 -3.50596  0.444
H 0.96537 -4.07785 -0.54208  -0.248
H 1.92455 -4.92125 -1.89871  0.356
H -1.59539 -6.86397 -2.33892  0.585
H -0.34570 -6.62808 -3.52258  0.310
C 5.72798 3.80758 0.23144  -1.043
C 4.67641 2.71657 0.53280  -0.084
C 5.25054 1.50491 -0.19995  0.352
S 5.52120 2.19596 -1.74593  1.238
O 4.25746 2.26748 -2.48821  -0.129
O 6.64954 1.59187 -2.39008  -0.915
C 5.76400 3.87055 -1.26940  -0.771
H 6.64271 3.41451 0.62793  0.409
H 5.37646 4.77103 0.57578  0.454
H 3.76852 3.06968 -0.01415  -0.203
H 4.47087 2.60538 1.58412  0.407
H 4.56495 0.61999 -0.30423  -0.918
H 6.24065 1.27198 0.21387  0.481
H 4.95569 4.39001 -1.78985  0.247
H 6.75971 4.22014 -1.64963  0.468

2.
Entry from OMol25: 12 unconnected molecules or ions with the total composition C48H96O30 (ωB97M-V with the def2-TZVPD basis set).

energy above the lowest of the compared OMol25 structures with the same formula, charge and spin = 18.7 kcal per mole
net charge = 0
LUMO level = 0.6 eV
E_tot = -4143.70040 Eh
M = 1153.3 g mol⁻¹
frontier orbital gap = 10.01 eV
SMILES = CCOC(=O)OC.CCOC(=O)OC.CCOC(=O)OC.CCOC(=O)OC.CCOC(=O)OC.CCOC(=O)OC.CCOC(=O)OC.CCOC(=O)OC.CCOC(=O)OC.C1CCOC1.C1CCOC1.C1CCOC1

Each line ends with the Mulliken charge.
CARTESIAN COORDINATES (ANGSTROEM)
C 19.06337 8.10564 -10.91820  0.088
C 19.87222 6.93655 -10.32966  0.005
O 19.80638 5.88147 -11.29726  0.420
C 20.89272 5.11029 -11.38376  0.126
O 21.92960 5.22132 -10.79809  -0.439
O 20.57223 4.11085 -12.22984  0.479
C 21.36451 2.94857 -12.13725  -0.441
H 18.37352 7.98839 -11.75643  -0.428
H 19.79264 8.87491 -11.16362  0.322
H 18.31561 8.47105 -10.20471  -0.148
H 19.51468 6.56314 -9.36733  -0.131
H 20.88803 7.27225 -10.12588  -0.382
H 22.40405 3.10253 -11.84383  0.285
H 21.39985 2.45479 -13.10930  -0.504
H 20.90798 2.28769 -11.39572  0.471
C 21.35450 8.72877 -3.93358  -1.146
C 20.69790 7.67620 -4.81882  -0.455
O 20.84396 7.89972 -6.21536  0.036
C 22.04831 7.61533 -6.71836  0.513
O 23.00691 7.24045 -6.10529  -0.608
O 22.00162 7.77887 -8.03154  -0.043
C 23.05143 7.17237 -8.76375  -0.781
H 22.44069 8.68920 -3.98493  0.316
H 21.08648 8.49260 -2.90238  0.433
H 21.01671 9.72843 -4.20195  0.091
H 19.68492 7.39280 -4.53004  0.493
H 21.14596 6.69146 -4.62493  0.358
H 23.98938 7.72717 -8.73466  0.400
H 22.69758 7.03440 -9.78306  0.281
H 23.31557 6.18260 -8.38442  0.194
C 17.13692 5.81549 -6.69859  -1.205
C 16.74898 5.69325 -8.15914  0.385
O 17.44282 4.63489 -8.77399  0.002
C 16.97077 4.10229 -9.89637  0.768
O 15.98310 4.47045 -10.46867  -0.657
O 17.76413 3.09380 -10.20644  -0.256
C 17.58240 2.50624 -11.47181  -0.540
H 16.88333 4.92432 -6.11532  0.396
H 16.58380 6.60586 -6.18873  0.452
H 18.19580 5.97084 -6.47934  -0.075
H 16.96273 6.64239 -8.64073  -0.158
H 15.66162 5.61114 -8.09741  0.444
H 16.66851 1.91636 -11.60285  0.466
H 18.39967 1.83737 -11.72345  0.091
H 17.45607 3.24306 -12.26914  0.154
C 19.37362 0.32695 -14.40598  -0.582
C 19.59984 -0.78993 -15.42411  -0.797
O 20.89327 -0.66254 -15.99034  -0.206
C 21.03601 -0.25121 -17.23748  0.789
O 20.15978 -0.01148 -18.03208  -0.625
O 22.33165 -0.23307 -17.48491  -0.101
C 22.76375 0.30071 -18.72165  -0.823
H 19.61500 1.30407 -14.82359  0.018
H 19.98043 0.23983 -13.50097  0.270
H 18.33743 0.21894 -14.07713  0.468
H 18.82520 -0.67047 -16.18372  0.407
H 19.45125 -1.76966 -14.97434  0.353
H 23.83289 0.17649 -18.86788  0.262
H 22.54766 1.35590 -18.89036  0.264
H 22.26700 -0.25563 -19.51881  0.384
C 24.76267 1.07122 -11.09032  -0.786
C 25.48504 2.40061 -11.09262  -0.307
O 25.35228 2.99144 -12.39593  -0.018
C 26.44193 3.56206 -12.89710  0.513
O 27.51265 3.68587 -12.36344  -0.612
O 26.13441 4.06308 -14.09014  -0.120
C 27.14856 4.66696 -14.85640  -0.860
H 25.12835 0.40456 -11.87557  0.226
H 23.75289 1.21408 -11.49857  -0.058
H 24.69914 0.54690 -10.14197  0.480
H 26.52000 2.15904 -10.85348  0.504
H 25.10415 3.12200 -10.37158  0.163
H 27.34078 5.69395 -14.53027  0.308
H 26.79822 4.77273 -15.88115  0.246
H 28.09361 4.12899 -14.80862  0.359
C 16.25044 13.69461 -9.84644  -0.988
C 15.18501 12.63574 -10.06432  -0.360
O 15.58206 11.33021 -9.72570  -0.274
C 15.20725 10.27072 -10.41664  0.883
O 14.62369 10.28744 -11.47081  -0.621
O 15.57185 9.17902 -9.75762  -0.261
C 15.38903 7.92373 -10.41074  -0.075
H 16.98815 13.54462 -10.63258  0.084
H 16.61084 13.79408 -8.82490  0.230
H 15.73540 14.64235 -10.02529  0.481
H 14.84336 12.69641 -11.10226  0.314
H 14.26990 12.95984 -9.55215  0.420
H 16.11709 7.18690 -10.08975  -0.519
H 15.38721 7.83788 -11.49634  0.082
H 14.41955 7.54955 -10.07850  0.456
C 26.43422 -3.74564 -13.32843  -1.191
C 26.49052 -2.59089 -14.31862  -0.256
O 25.62683 -1.57262 -13.85470  -0.299
C 24.99290 -0.78903 -14.72525  0.596
O 24.99443 -0.98504 -15.90492  -0.577
O 24.41908 0.17494 -14.03901  0.034
C 23.79225 1.24114 -14.74389  0.076
H 27.31092 -4.38287 -13.43044  0.371
H 25.54909 -4.37518 -13.45856  0.314
H 26.29173 -3.43157 -12.29335  0.294
H 26.22911 -2.90702 -15.32996  0.317
H 27.51923 -2.23801 -14.42806  0.287
H 24.04491 2.19693 -14.28494  -0.146
H 22.71501 1.09571 -14.66819  -0.259
H 24.05650 1.42218 -15.78342  0.405
C 18.66792 3.31495 -17.08202  -1.217
C 20.17572 3.37260 -17.21149  0.436
O 20.64118 4.36626 -16.30105  -0.276
C 21.87864 4.27013 -15.81122  0.825
O 22.70666 3.50252 -16.22306  -0.700
O 21.97933 5.16343 -14.86045  -0.066
C 23.25603 5.34901 -14.22740  -0.730
H 18.22655 4.23662 -17.46876  0.361
H 18.34753 3.22014 -16.03881  0.149
H 18.14835 2.45002 -17.49671  0.376
H 20.53676 3.75769 -18.16390  0.432
H 20.45465 2.35390 -16.93830  -0.416
H 23.10956 6.00352 -13.37203  0.246
H 23.94175 5.70536 -14.98985  0.444
H 23.57336 4.41519 -13.76330  0.124
C 22.06733 13.72791 -5.43553  -1.250
C 20.99258 12.64286 -5.58599  0.113
O 20.15398 12.89162 -6.70488  -0.336
C 20.05929 11.96829 -7.63346  0.729
O 20.66656 10.93707 -7.75118  -0.559
O 19.07584 12.31745 -8.47250  -0.312
C 18.96837 11.49721 -9.62092  0.178
H 21.60513 14.64815 -5.06862  0.294
H 22.49588 13.99919 -6.40260  0.323
H 22.90237 13.55829 -4.75819  0.366
H 20.33720 12.72037 -4.71886  0.325
H 21.45923 11.66130 -5.57906  0.035
H 18.28282 11.95995 -10.33015  -0.673
H 18.42324 10.59492 -9.34323  0.268
H 19.94204 11.41311 -10.09936  0.397
C 16.85085 8.17427 -15.70880  -0.871
C 16.25565 7.61239 -14.42500  0.217
C 17.27145 6.52040 -14.10439  0.372
O 18.53188 7.08476 -14.43170  -0.159
C 18.36980 7.85334 -15.63022  -0.245
H 16.63467 9.24348 -15.80213  0.345
H 16.43456 7.77658 -16.63502  0.336
H 15.22590 7.29092 -14.58494  0.492
H 16.19758 8.38555 -13.65904  -0.502
H 17.08025 5.54979 -14.56905  0.209
H 17.24275 6.35008 -13.02428  -0.373
H 18.58704 7.16366 -16.45519  0.117
H 19.10658 8.65257 -15.65194  0.281
C 20.32452 3.76651 -6.67307  0.162
C 21.84574 3.63385 -6.69511  -0.759
C 22.09372 3.33822 -8.19567  0.583
O 20.89929 2.78302 -8.72047  -0.303
C 19.94572 2.65163 -7.65660  -0.402
H 19.92772 4.73602 -6.95726  -0.504
H 19.99174 3.36097 -5.71308  0.504
H 22.14778 2.75241 -6.12692  0.327
H 22.38791 4.51086 -6.34880  0.360
H 22.97185 2.71095 -8.36269  0.253
H 22.34591 4.31716 -8.61291  -0.582
H 20.01757 1.65139 -7.21923  0.355
H 18.93335 2.78359 -8.03659  0.007
C 19.04237 11.10460 -13.47304  -0.132
C 19.31342 12.59795 -13.57226  -0.553
C 17.93099 13.18487 -13.89259  -0.605
O 16.99709 12.32220 -13.21347  -0.453
C 17.56483 11.01992 -13.14762  0.889
H 19.76658 10.59552 -12.83902  0.240
H 19.27140 10.72206 -14.47554  0.022
H 19.98301 12.85835 -14.39095  0.423
H 19.65071 12.92637 -12.58691  0.129
H 17.65870 13.14122 -14.95233  0.316
H 17.76127 14.17457 -13.46940  0.350
H 17.11419 10.25052 -13.76931  -0.168
H 17.57774 10.73744 -12.08840  -0.574

> Which of these has the lowest M?

C48H96O30

> The lowest M belongs to which entry?

C48H96O30

> Which value of net charge does entry 1 give?

0

> The highest frontier orbital gap belongs to which entry?

C48H96O30